(1)
A single C4H5NO2 molecule. Source: OMol25; level of theory: the ωB97M-V functional and the def2-TZVPD basis.

- SMILES = C=CC1=NOCO1
- energy above the lowest of the compared OMol25 structures with the same formula, charge and spin (kJ/mol) = 476.3
- HOMO (eV) = -8.87

ORCA input file:
```
! RIJCOSX wB97M-V def2-TZVPD def2/J DEFGRID3
* xyz 0 1
O 0.827 0.284 1.640
O -0.095 1.219 -0.082
N 0.736 -0.620 0.582
C 0.084 -0.171 -0.357
C -0.940 -1.923 -1.731
C 0.321 1.591 1.156
C -0.892 -0.608 -1.422
H -1.184 -2.221 -2.658
H 1.176 2.186 1.419
H -0.523 1.718 1.935
H -1.529 0.048 -1.907
H -0.381 -2.755 -1.204
*
```

(2)
A molecular structure, C4H12IO4Zn. Source: OMol25; level of theory: the ωB97M-V functional and the def2-TZVPD basis.

- energy above the lowest of the compared OMol25 structures with the same formula, charge and spin (kJ/mol) = 450.2
- HOMO (eV) = -12.33

ORCA input file:
```
! RIJCOSX wB97M-V def2-TZVPD def2/J DEFGRID3
* xyz 1 1
I 1.261 -0.058 -2.745
Zn 3.432 -1.451 -2.868
O 0.311 -0.381 2.200
O 3.471 -0.165 1.803
O -2.260 0.432 -2.724
O -2.802 0.427 0.916
C -2.819 0.104 -1.449
C 1.237 -0.929 1.285
C 2.375 0.054 0.952
C -2.166 0.834 -0.274
H -2.278 -0.181 1.443
H 1.751 -1.850 1.575
H 3.878 0.670 2.050
H -3.882 0.310 -1.536
H 0.656 -1.096 0.376
H -1.303 0.498 -2.711
H -1.079 0.731 -0.268
H -2.747 -0.985 -1.326
H -2.484 1.874 -0.409
H 2.618 -0.028 -0.122
H 0.807 0.097 2.876
H 2.022 1.093 0.957
*
```

(3)
2 unconnected molecules or ions with the total composition CH7N4S. Source: OMol25; level of theory: the ωB97M-V functional and the def2-TZVPD basis.

- energy above the lowest of the compared OMol25 structures with the same formula, charge and spin (kJ/mol) = 409.9
- HOMO (alpha / beta) (eV) = -12.12 / -12.12

ORCA input file:
```
! RIJCOSX wB97M-V def2-TZVPD def2/J DEFGRID3
* xyz 1 1
S 2.002 0.215 2.395
N 0.076 -1.374 1.699
N 0.479 0.614 -0.926
N -1.334 -0.117 -2.047
N -0.647 0.866 -1.342
C 0.767 -0.363 1.363
H 2.161 1.551 1.819
H 0.310 -1.969 2.429
H -2.229 -0.036 -2.451
H -0.605 -0.913 -2.323
H -1.286 1.753 -1.182
H 0.944 1.366 -0.423
H -0.638 -1.591 0.989
*
```

(4)
2 unconnected molecules or ions with the total composition C27H22N2O4S. Source: OMol25; level of theory: the ωB97M-V functional and the def2-TZVPD basis.

- energy above the lowest of the compared OMol25 structures with the same formula, charge and spin (kJ/mol) = 459.3
- HOMO (eV) = -5.93

ORCA input file:
```
! RIJCOSX wB97M-V def2-TZVPD def2/J DEFGRID3
* xyz 0 1
S -0.101 1.767 -2.161
O -0.177 2.583 -3.353
O -7.436 -0.222 -2.174
O -7.280 1.972 -2.177
O -0.189 2.388 -0.853
N -6.759 0.833 -2.188
N 0.099 -0.565 2.311
C 0.875 0.349 3.071
C -1.994 -1.382 1.321
C 0.468 1.493 3.731
C 2.278 -1.290 2.289
C 2.163 0.772 -3.426
C -1.128 0.387 -2.234
C -4.557 1.902 -2.211
C 3.491 0.250 -1.015
C -5.347 0.729 -2.216
C -4.737 -0.547 -2.241
C 2.212 0.802 -1.003
C 3.363 -2.093 1.955
C 3.446 0.222 -3.438
C -1.196 -0.420 2.086
C 3.136 -3.209 1.147
C 1.845 -3.502 0.679
C 1.549 1.047 -2.205
C 4.109 -0.037 -2.235
C -2.519 0.524 -2.248
C 1.456 2.225 4.421
C 2.800 1.801 4.420
C 2.213 -0.086 3.068
C -3.186 1.807 -2.229
C 0.746 -2.685 1.012
C 3.192 0.643 3.738
C 0.976 -1.584 1.821
C -3.362 -0.650 -2.263
H -3.027 -1.011 1.346
H -1.668 0.429 2.573
H 1.635 0.985 -4.353
H 1.184 3.129 4.967
H -2.866 -1.625 -2.297
H 1.720 1.043 -0.065
H 3.919 -0.001 -4.395
H -0.255 -2.912 0.664
H -1.697 -1.427 0.263
H -0.635 -0.581 -2.316
H 3.546 2.385 4.962
H -1.998 -2.400 1.739
H -2.622 2.740 -2.228
H 5.109 -0.466 -2.245
H -5.053 2.871 -2.191
H 4.342 -1.821 2.345
H 1.694 -4.383 0.053
H -0.579 1.782 3.704
H 3.990 0.053 -0.066
H 4.217 0.276 3.708
H -5.374 -1.429 -2.247
H 3.970 -3.859 0.878
*
```

(5)
A gas-phase ion, C5H7INO (charge +1). Source: OMol25; level of theory: the ωB97M-V functional and the def2-TZVPD basis.

- SMILES = [NH3+][C@H]1OC=CC=C1I
- energy above the lowest of the compared OMol25 structures with the same formula, charge and spin (kJ/mol) = 192.3
- HOMO (eV) = -12.54

ORCA input file:
```
! RIJCOSX wB97M-V def2-TZVPD def2/J DEFGRID3
* xyz 1 1
I 0.025 -3.273 1.378
O 1.224 0.845 -0.125
N -0.017 -0.624 -1.504
C 0.314 1.546 0.574
C 0.015 -1.180 1.073
C -0.558 1.122 1.517
C -0.679 -0.277 1.763
C 0.944 -0.486 -0.387
H 0.430 2.606 0.354
H -1.399 1.716 2.055
H 1.852 -1.024 -0.609
H -0.200 -1.760 -1.336
H -0.841 -0.029 -1.197
H 0.309 -0.251 -2.382
H -1.435 -0.561 2.428
*
```

(6)
A single C19H29N3O6S molecule. Source: OMol25; level of theory: the ωB97M-V functional and the def2-TZVPD basis.

- SMILES = Cc1cc(S(=O)(=O)N2CCOCC2)ccc1OCC(=O)NCCN1CCOCC1
- energy above the lowest of the compared OMol25 structures with the same formula, charge and spin (kJ/mol) = 247.9
- HOMO (eV) = -8.93

ORCA input file:
```
! RIJCOSX wB97M-V def2-TZVPD def2/J DEFGRID3
* xyz 0 1
S -2.509 -1.715 -0.198
O -1.189 3.781 1.513
O 4.780 -1.715 -1.106
O -2.742 -2.552 0.941
O 1.635 3.017 3.495
O -0.947 -4.112 -2.881
O -3.519 -1.644 -1.218
N -1.006 -2.138 -0.844
N 1.473 3.358 1.261
N 3.109 0.320 -0.040
C -1.488 2.487 1.197
C -1.459 -2.828 -3.163
C -0.840 -1.775 -2.238
C 4.386 0.639 -0.657
C -2.136 -0.060 0.353
C 1.020 3.407 2.529
C 2.614 2.567 0.867
C -0.562 -3.494 -0.570
C -1.071 1.381 1.932
C -0.380 4.030 2.643
C -1.209 -4.480 -1.544
C -1.395 0.105 1.503
C -2.257 2.318 0.031
C -2.711 3.522 -0.733
C -2.572 1.033 -0.375
C 5.323 -0.561 -0.513
C 3.535 -2.024 -0.526
C 2.551 -0.863 -0.675
C 2.174 1.425 -0.059
H -0.493 1.498 2.834
H 6.271 -0.373 -1.020
H 3.351 3.212 0.379
H 3.046 2.153 1.780
H -1.209 -2.624 -4.206
H 0.233 -1.691 -2.435
H -0.847 -3.727 0.455
H -3.357 3.233 -1.556
H 0.528 -3.517 -0.672
H -1.087 -0.765 2.060
H -1.854 4.067 -1.127
H 5.507 -0.741 0.556
H 2.014 1.814 -1.083
H -2.294 -4.498 -1.362
H -2.550 -2.817 -3.032
H 1.605 -1.115 -0.192
H 4.827 1.497 -0.150
H 2.366 -0.687 -1.751
H 3.168 -2.912 -1.044
H -1.318 -0.807 -2.390
H 4.264 0.879 -1.729
H -3.249 4.199 -0.074
H -0.287 5.119 2.696
H 3.665 -2.247 0.543
H 0.871 3.698 0.526
H 1.215 1.041 0.306
H -0.850 3.676 3.567
H -0.797 -5.483 -1.418
H -3.174 0.863 -1.254
*
```

(7)
A single C2H6N2O molecule. Source: OMol25; level of theory: the ωB97M-V functional and the def2-TZVPD basis.

- SMILES = [H]/N=N/OCC
- energy above the lowest of the compared OMol25 structures with the same formula, charge and spin (kJ/mol) = 385.4
- HOMO (eV) = -9.80

ORCA input file:
```
! RIJCOSX wB97M-V def2-TZVPD def2/J DEFGRID3
* xyz 0 1
O 1.277 0.234 -0.788
N 3.163 0.236 0.443
N 2.045 -0.233 0.369
C -0.128 -0.147 -0.717
C -0.793 0.443 0.657
H -1.164 -0.405 1.224
H 3.586 -0.057 1.347
H -1.482 1.282 0.540
H -0.553 0.445 -1.561
H 0.073 0.634 1.253
H -0.400 -1.234 -0.862
*
```

(8)
3 unconnected molecules or ions with the total composition C31H70N2O2P. Source: OMol25; level of theory: the ωB97M-V functional and the def2-TZVPD basis.

- HOMO (eV) = -9.94

ORCA input file:
```
! RIJCOSX wB97M-V def2-TZVPD def2/J DEFGRID3
* xyz 1 1
P -2.595 1.618 0.473
O -7.030 -0.549 -0.772
O -8.883 0.673 -0.980
N 4.512 1.056 4.599
N -2.515 -3.698 -2.991
C -1.581 1.708 1.953
C 3.667 2.061 5.219
C -1.843 -1.774 -1.611
C 2.703 1.609 6.325
C 2.784 0.368 2.971
C 1.121 4.147 -2.629
C -1.626 -2.558 -2.896
C -4.556 -2.366 -3.782
C -4.823 0.323 -0.576
C -8.371 -0.413 -0.914
C 0.546 2.754 0.988
C 5.702 0.671 5.340
C -2.256 -4.131 -5.501
C 3.797 -2.407 1.224
C 5.524 -0.194 6.593
C 4.179 -0.722 -1.821
C 4.503 -2.112 -1.264
C 1.179 4.116 -1.098
C 2.821 -0.196 -1.342
C 1.870 1.644 -2.841
C -3.930 -3.404 -2.840
C 1.957 3.084 -3.351
C -2.158 -4.625 -4.054
C 3.817 -0.066 3.999
C 2.625 1.317 -1.548
C 4.924 -2.107 0.218
C -6.302 0.680 -0.747
C -9.052 -1.739 -0.929
C -4.189 0.835 0.742
C -0.575 2.866 2.016
C 0.178 3.145 -0.458
H -4.264 0.689 -1.444
H 6.353 0.139 4.640
H 3.329 -0.725 4.735
H -1.920 0.926 -0.529
H -2.778 -5.516 -3.935
H -2.865 2.889 -0.018
H 4.325 2.841 5.606
H 2.078 1.711 -0.684
H 3.599 1.816 -1.574
H 3.004 3.404 -3.357
H 3.081 2.543 4.429
H -0.804 3.639 -0.485
H -4.733 -0.764 -0.605
H 2.267 0.992 -3.629
H 4.188 -0.763 -2.916
H 5.291 -2.567 -1.870
H -10.079 -1.588 -1.257
H 3.617 -2.748 -1.389
H -1.130 -4.947 -3.863
H 0.074 4.078 -2.954
H -4.467 -4.350 -2.930
H 1.466 5.131 -2.957
H 1.960 2.388 6.508
H 5.740 -2.819 0.366
H 5.115 0.371 7.429
H -3.934 -1.473 -3.873
H 1.381 3.378 1.317
H 3.458 -1.502 1.735
H 2.699 -0.439 -0.281
H 4.572 -0.678 3.499
H 3.213 1.419 7.268
H -4.721 -2.758 -4.784
H 6.494 -0.583 6.907
H -1.093 3.827 1.928
H 0.930 1.727 0.997
H -8.533 -2.437 -1.585
H 2.379 -0.508 2.460
H 2.927 -2.847 0.729
H -6.678 1.297 0.074
H 1.640 3.075 -4.399
H -4.811 1.623 1.175
H -1.756 -4.840 -6.162
H -4.057 0.041 1.479
H -4.099 -3.077 -1.810
H 4.118 -3.113 1.992
H -1.711 -1.864 -3.748
H -2.291 1.741 2.788
H 4.874 -1.050 6.408
H -1.772 -3.163 -5.637
H 2.039 -0.733 -1.892
H -1.050 0.751 2.012
H -6.482 1.216 -1.679
H 2.166 0.700 6.047
H -1.080 -0.994 -1.529
H 1.947 0.898 3.432
H -9.049 -2.156 0.080
H 6.234 1.587 5.608
H -5.527 -2.052 -3.389
H 2.191 3.862 -0.767
H -0.148 2.837 3.023
H -1.765 -2.426 -0.739
H 0.094 2.250 -1.082
H 5.348 -1.123 0.446
H 4.963 -0.016 -1.525
H -3.288 -4.047 -5.839
H 0.818 1.352 -2.725
H 0.973 5.119 -0.706
H -2.821 -1.293 -1.598
H 3.237 1.023 2.224
H -0.602 -2.938 -2.912
*
```

Largest force on an atom? In order: 5.10; 1.77; 5.59; 2.47; 4.65; 1.02; 2.77; 0.69 eV/A.